Molecular formula: C4H14N2O2
Method: DFT, ωB97M-V/def2-TZVPD

Geometry as XYZ:
```
22
Properties=species:S:1:pos:R:3:forces:R:3:lowdin_charge:R:1
O 3.082474 0.570434 0.881591 -0.66 0.31 -0.58 -0.08
O -1.425628 0.847832 -2.696001 -0.34 0.65 -0.24 -0.05
N -0.605162 -0.033757 0.709947 0.32 0.78 -0.33 -0.08
N -2.927934 0.584079 0.214155 0.03 0.29 0.89 0.02
C -2.002885 -0.380673 0.718774 -1.51 -2.31 1.18 -0.38
C 1.568886 -1.057513 -0.059524 -0.22 0.96 1.15 -0.17
C 0.369339 -1.103410 0.918548 -0.81 -0.69 -1.09 -0.22
C 2.157834 0.328360 -0.211943 1.22 -0.50 -0.13 -0.27
H -0.531997 0.630127 1.472175 0.44 0.22 -0.21 0.11
H 1.291616 -1.406978 -1.053954 -0.15 -0.21 0.14 0.11
H 3.503632 1.399956 0.629967 0.17 -0.05 0.40 0.08
H -2.838057 1.470529 0.709325 -0.11 -0.16 -0.48 0.07
H -2.264215 -1.328116 0.223557 0.90 0.22 -0.74 0.11
H -1.416971 -0.086447 -2.864214 0.07 -0.66 -0.10 0.03
H -2.315312 -0.751868 1.737344 0.07 1.01 -0.24 0.12
H -0.862661 0.979930 -1.935174 0.30 -0.06 0.46 0.01
H 1.398493 1.106780 -0.273244 -0.09 0.00 0.04 0.10
H 2.755732 0.314646 -1.136255 -0.24 0.25 0.04 0.11
H -2.818158 0.684539 -0.778765 0.08 0.44 -0.29 0.04
H 0.633387 -1.162086 1.970354 0.45 -0.12 0.03 0.12
H 2.353552 -1.674137 0.380263 0.06 -0.26 -0.38 0.11
H -0.149362 -2.027858 0.634103 0.03 -0.10 0.50 0.11
```
Positions in Å, forces in eV/Å.

## Properties
ΔE to the lowest compared entry with this formula, charge and spin ... 123.18 kJ/mol
Energy ... -420.75818 Eh
Lowest unoccupied orbital energy ... 0.75 eV
SMILES string ... NCNCCCO.O
Net charge ... 0
Frontier orbital gap ... 9.899 eV

=====

Molecular formula: C5H10S
Method: DFT, ωB97M-V/def2-TZVPD

Geometry as XYZ:
```
16
Properties=species:S:1:pos:R:3:forces:R:3:lowdin_charge:R:1
S -1.776411 0.136090 0.454487 -2.83 0.17 1.20 0.86
C 0.599747 -0.535527 -0.404091 1.81 0.14 -0.68 -0.45
C 1.941953 -0.187533 -1.020063 -0.29 1.73 2.25 -0.06
C 0.445905 -1.959798 -0.060141 2.21 -0.96 -0.41 -0.09
C -0.253159 0.429820 -0.162622 0.74 0.52 -0.24 -0.51
C -2.271854 1.795363 1.122790 1.77 -1.12 0.85 -0.36
H 2.019455 0.910132 -1.201474 -0.01 -0.83 -0.02 0.09
H -1.877103 2.528919 0.415653 -0.32 0.16 0.39 0.03
H -1.856631 1.888863 2.168844 -0.23 0.22 -1.27 0.05
H 0.943174 -2.533563 -0.887711 -0.73 0.15 0.62 0.10
H 2.716108 -0.449845 -0.287007 0.05 0.11 -0.04 0.08
H -3.332478 1.784468 1.215357 -0.79 0.18 -0.27 0.01
H 1.060618 -2.234812 0.833164 -0.49 0.36 -0.42 0.10
H -0.008655 1.440329 -0.403814 0.15 0.60 -0.26 0.07
H 2.190234 -0.720708 -1.874616 0.16 -1.00 -1.84 0.05
H -0.540904 -2.292198 0.091243 -1.20 -0.42 0.13 0.03
```
Positions in Å, forces in eV/Å.

## Properties
ΔE to the lowest compared entry with this formula, charge and spin ... 92.47 kJ/mol
Energy ... -594.65986 Eh
Lowest unoccupied orbital energy ... 1.00 eV
SMILES string ... CSC=C(C)C
Net charge ... 0
Frontier orbital gap ... 8.665 eV